{"formula": "C4H11NO", "method": "ωB97M-V with the def2-TZVPD basis set", "elements": ["C", "C", "C", "C", "N", "H", "H", "H", "H", "H", "H", "H", "H", "H", "O", "H", "H"], "xyz": [[-1.318104, -0.402228, -0.053379], [-0.038878, -0.315251, 0.693027], [0.355123, -1.397438, 1.701282], [0.693906, 0.911317, 0.599118], [0.811944, 1.644126, -0.616805], [-1.282275, -1.108107, -0.898459], [-1.750288, 0.603395, -0.352161], [-2.163066, -0.676882, 0.688384], [0.742651, -1.134424, 2.783417], [1.184302, -2.175475, 1.460974], [-0.643956, -1.969661, 1.903295], [1.532430, 1.274172, 1.260752], [1.555579, 1.400632, -1.242031], [0.589823, 2.595539, -0.487046], [0.040924, 0.128371, -2.860339], [-0.786792, 0.420826, -2.617843], [0.476677, 0.201086, -1.962184]], "forces_ev_per_angstrom": [[-2.337, 0.194, 0.477], [3.228, 4.074, 1.076], [-0.834, -1.699, 2.248], [1.006, -3.148, 0.157], [-2.109, -0.667, 0.498], [-0.372, 0.202, 0.335], [1.188, -1.029, -0.190], [1.412, -0.320, -1.042], [-0.938, 0.465, -2.152], [-1.579, 1.386, -0.556], [1.962, 0.552, -0.232], [-1.079, -1.324, 0.255], [0.384, 0.399, 0.188], [0.343, 1.178, -0.467], [3.479, -1.224, 0.597], [-3.089, 1.111, 0.447], [-0.666, -0.150, -1.640]], "de_lowest_kj_mol": 293.2, "smiles": "CC(C)=CN.O"}